Below is a 13-piece molecular cluster, C35H93BN7O20 overall, with properties calculated with the ωB97M-V functional and the def2-TZVPD basis.

Summary:
2S+1	2
net charge	-2
highest occupied orbital energy (spin up / spin down)	0.0103 / -0.1279	Ha
maximum force	5.1	eV Å⁻¹
lowest unoccupied orbital energy (spin up / spin down)	3.77 / 3.77	eV
electronic energy	-89859.9542	eV

Bonds (Å) are listed after each position.
Positions of all 156 atoms, in Å:
1 O 1.050 -1.308 3.116  C2 1.270
2 C 1.099 -1.138 1.859  O1 1.270, O3 1.294, C6 1.560
3 O 0.153 -0.678 1.103  C2 1.294, B4 1.454
4 B 0.726 -0.254 -0.163  O3 1.454, O5 1.520, O8 1.517, O12 1.456
5 O 2.094 -0.916 -0.210  B4 1.520, C6 1.323
6 C 2.396 -1.324 1.012  C2 1.560, O5 1.323, O7 1.228
7 O 3.444 -1.848 1.378  C6 1.228
8 O 0.761 1.255 -0.310  B4 1.517, C9 1.322
9 C -0.006 1.621 -1.323  O8 1.322, O10 1.252, C11 1.519
10 O -0.264 2.799 -1.661  C9 1.252
11 C -0.450 0.373 -2.066  C9 1.519, O12 1.377, O13 1.251
12 O -0.137 -0.692 -1.251  B4 1.456, C11 1.377
13 O -1.094 0.259 -3.133  C11 1.251
14 C 6.838 -1.534 -2.309  C15 1.509, H20 1.090, H21 1.090, H22 1.090
15 C 5.486 -0.957 -1.966  C14 1.509, C16 1.537, N19 1.431, H23 1.090
16 C 4.873 -0.182 -3.143  C15 1.537, O17 1.433, H24 1.090, H25 1.090
17 O 5.802 0.852 -3.492  C16 1.433, C18 1.394
18 C 5.159 2.011 -3.926  O17 1.394, H26 1.090, H27 1.090, H28 1.090
19 N 4.695 -2.119 -1.698  C15 1.431, H29 1.010, H30 1.010
20 H 7.464 -0.677 -2.554  C14 1.090
21 H 6.770 -2.026 -3.279  C14 1.090
22 H 7.301 -2.108 -1.506  C14 1.090
23 H 5.417 -0.371 -1.049  C15 1.090
24 H 3.899 0.222 -2.868  C16 1.090
25 H 4.760 -0.764 -4.057  C16 1.090
26 H 4.662 1.828 -4.879  C18 1.090
27 H 5.899 2.807 -4.011  C18 1.090
28 H 4.334 2.373 -3.314  C18 1.090
29 H 3.847 -1.768 -1.276  N19 1.010
30 H 5.199 -2.704 -1.046  N19 1.010
31 C -7.194 4.120 -2.068  C32 1.521, H37 1.090, H38 1.090, H39 1.090
32 C -6.159 4.838 -2.921  C31 1.521, C33 1.576, N36 1.474, H40 1.090
33 C -4.699 4.787 -2.328  C32 1.576, O34 1.449, H41 1.090, H42 1.090
34 O -3.819 5.660 -3.079  C33 1.449, C35 1.448
35 C -2.395 5.586 -2.831  O34 1.448, H43 1.090, H44 1.090, H45 1.090
36 N -6.247 4.195 -4.245  C32 1.474, H46 1.010, H47 1.010
37 H -6.908 3.089 -1.863  C31 1.090
38 H -8.140 4.318 -2.573  C31 1.090
39 H -7.390 4.648 -1.134  C31 1.090
40 H -6.342 5.909 -2.996  C32 1.090
41 H -4.369 3.749 -2.322  C33 1.090
42 H -4.549 5.162 -1.316  C33 1.090
43 H -1.831 5.559 -3.763  C35 1.090
44 H -2.326 4.572 -2.437  C35 1.090
45 H -2.049 6.356 -2.141  C35 1.090
46 H -7.164 4.341 -4.642  N36 1.010
47 H -5.635 4.548 -4.967  N36 1.010
48 C 1.481 -1.723 -4.286  C49 1.484, H54 1.090, H55 1.090, H56 1.090
49 C 0.982 -3.050 -4.725  C48 1.484, C50 1.617, N53 1.446, H57 1.090
50 C -0.625 -3.087 -4.541  C49 1.617, O51 1.417, H58 1.090, H59 1.090
51 O -1.212 -4.356 -4.765  C50 1.417, C52 1.489
52 C -0.861 -5.486 -3.861  O51 1.489, H60 1.090, H61 1.090, H62 1.090
53 N 1.417 -3.271 -6.086  C49 1.446, H63 1.010, H64 1.010
54 H 1.493 -1.699 -3.196  C48 1.090
55 H 0.756 -0.951 -4.547  C48 1.090
56 H 2.502 -1.520 -4.610  C48 1.090
57 H 1.435 -3.813 -4.092  C49 1.090
58 H -1.026 -2.512 -5.376  C50 1.090
59 H -1.011 -2.675 -3.608  C50 1.090
60 H -0.359 -6.230 -4.479  C52 1.090
61 H -1.833 -5.891 -3.581  C52 1.090
62 H -0.302 -5.267 -2.951  C52 1.090
63 H 1.338 -4.229 -6.398  N53 1.010
64 H 2.427 -3.286 -6.089  N53 1.010
65 C -0.819 -0.752 8.233  C66 1.521, H71 1.090, H72 1.090, H73 1.090
66 C -0.315 -1.698 7.155  C65 1.521, C67 1.516, N70 1.440, H74 1.090
67 C -1.410 -2.004 6.153  C66 1.516, O68 1.483, H75 1.090, H76 1.090
68 O -1.021 -2.941 5.071  C67 1.483, C69 1.472
69 C -2.192 -3.161 4.207  O68 1.472, H77 1.090, H78 1.090, H79 1.090
70 N 0.842 -1.169 6.480  C66 1.440, H80 1.010, H81 1.010
71 H -1.355 0.002 7.657  C65 1.090
72 H -0.008 -0.340 8.833  C65 1.090
73 H -1.456 -1.311 8.919  C65 1.090
74 H 0.078 -2.676 7.433  C66 1.090
75 H -1.855 -1.098 5.742  C67 1.090
76 H -2.294 -2.477 6.582  C67 1.090
77 H -2.636 -2.215 3.897  C69 1.090
78 H -2.920 -3.724 4.791  C69 1.090
79 H -2.042 -3.683 3.262  C69 1.090
80 H 1.654 -1.706 6.750  N70 1.010
81 H 0.713 -1.542 5.551  N70 1.010
82 C -3.233 -3.593 -0.712  C83 1.469, H88 1.090, H89 1.090, H90 1.090
83 C -4.314 -2.668 -0.344  C82 1.469, C84 1.547, N87 1.471, H91 1.090
84 C -4.141 -1.328 -1.098  C83 1.547, O85 1.402, H92 1.090, H93 1.090
85 O -4.928 -0.382 -0.427  C84 1.402, C86 1.443
86 C -4.760 0.913 -1.042  O85 1.443, H94 1.090, H95 1.090, H96 1.090
87 N -5.613 -3.349 -0.460  C83 1.471, H97 1.010, H98 1.010
88 H -3.203 -4.565 -0.221  C82 1.090
89 H -2.291 -3.095 -0.484  C82 1.090
90 H -3.224 -3.999 -1.723  C82 1.090
91 H -4.176 -2.373 0.696  C83 1.090
92 H -4.587 -1.595 -2.056  C84 1.090
93 H -3.107 -0.989 -1.162  C84 1.090
94 H -3.757 1.090 -1.428  C86 1.090
95 H -5.019 1.678 -0.310  C86 1.090
96 H -5.430 0.995 -1.898  C86 1.090
97 H -6.440 -2.769 -0.443  N87 1.010
98 H -5.741 -4.076 0.230  N87 1.010
99 C 1.793 4.457 1.148  C100 1.499, H105 1.090, H106 1.090, H107 1.090
100 C 3.022 3.601 1.227  C99 1.499, C101 1.516, N104 1.466, H108 1.090
101 C 2.897 2.625 2.380  C100 1.516, O102 1.408, H109 1.090, H110 1.090
102 O 4.180 2.086 2.598  C101 1.408, C103 1.441
103 C 4.087 0.974 3.509  O102 1.441, H111 1.090, H112 1.090, H113 1.090
104 N 3.219 2.926 -0.059  C100 1.466, H114 1.010, H115 1.010
105 H 1.769 5.330 0.496  C99 1.090
106 H 1.518 4.889 2.111  C99 1.090
107 H 0.946 3.918 0.724  C99 1.090
108 H 3.860 4.268 1.429  C100 1.090
109 H 2.242 1.847 1.987  C101 1.090
110 H 2.634 3.207 3.263  C101 1.090
111 H 3.506 0.125 3.151  C103 1.090
112 H 3.723 1.347 4.467  C103 1.090
113 H 5.099 0.591 3.640  C103 1.090
114 H 2.380 2.383 -0.206  N104 1.010
115 H 3.977 2.259 -0.054  N104 1.010
116 C 0.051 3.843 4.994  C117 1.543, H122 1.090, H123 1.090, H124 1.090
117 C -0.341 2.367 5.217  C116 1.543, C118 1.630, N121 1.419, H125 1.090
118 C -0.891 1.657 3.856  C117 1.630, O119 1.449, H126 1.090, H127 1.090
119 O -1.895 2.474 3.206  C118 1.449, C120 1.428
120 C -1.850 2.390 1.781  O119 1.428, H128 1.090, H129 1.090, H130 1.090
121 N 0.832 1.677 5.619  C117 1.419, H131 1.010, H132 1.010
122 H 0.278 4.286 5.964  C116 1.090
123 H -0.765 4.421 4.561  C116 1.090
124 H 0.861 3.989 4.281  C116 1.090
125 H -1.147 2.266 5.944  C117 1.090
126 H -1.341 0.705 4.139  C118 1.090
127 H -0.107 1.231 3.229  C118 1.090
128 H -2.017 1.367 1.443  C120 1.090
129 H -0.873 2.539 1.320  C120 1.090
130 H -2.536 3.074 1.280  C120 1.090
131 H 1.053 1.959 6.563  N121 1.010
132 H 0.530 0.716 5.690  N121 1.010
133 O 6.604 -1.799 1.707  H134 0.957, H135 0.957
134 H 6.401 -2.732 1.649  O133 0.957
135 H 5.830 -1.362 1.352  O133 0.957
136 O 1.991 3.896 -2.876  H137 0.957, H138 0.957
137 H 2.396 3.863 -2.010  O136 0.957
138 H 1.070 3.687 -2.719  O136 0.957
139 C 2.758 -4.644 -1.343  O140 1.447, H141 1.090, H142 1.090, H143 1.090
140 O 4.009 -5.353 -1.508  C139 1.447, H144 0.960
141 H 2.303 -4.204 -2.231  C139 1.090
142 H 2.051 -5.203 -0.731  C139 1.090
143 H 3.075 -3.772 -0.771  C139 1.090
144 H 4.521 -4.854 -2.149  O140 0.960
145 C 1.611 -4.966 2.785  O146 1.385, H147 1.090, H148 1.090, H149 1.090
146 O 1.464 -4.918 4.161  C145 1.385, H150 0.960
147 H 0.937 -4.222 2.360  C145 1.090
148 H 2.603 -4.790 2.368  C145 1.090
149 H 1.230 -5.940 2.478  C145 1.090
150 H 1.044 -4.065 4.294  O146 0.960
151 C -3.512 1.589 -4.873  O152 1.461, H153 1.090, H154 1.090, H155 1.090
152 O -4.883 2.029 -5.116  C151 1.461, H156 0.960
153 H -3.189 2.241 -4.062  C151 1.090
154 H -3.478 0.583 -4.454  C151 1.090
155 H -2.811 1.675 -5.703  C151 1.090
156 H -5.286 2.648 -4.503  O152 0.960